No. 1
Formula: C26H27AsN8O3Tl
Source: the OMol25 dataset
Level of theory: ωB97M-V/def2-TZVPD

```
! RIJCOSX wB97M-V def2-TZVPD def2/J DEFGRID3
* xyz 3 1
Tl 0.988 -1.990 -1.065
O 6.275 -1.833 5.145
N 5.130 -1.491 4.983
O 4.364 -1.101 5.837
C 4.638 -1.539 3.568
C 5.605 -1.580 2.626
C 5.280 -1.617 1.242
C 6.267 -1.584 0.238
C 5.899 -1.616 -1.082
C 4.538 -1.722 -1.393
N 3.618 -1.754 -0.454
C 3.934 -1.676 0.839
C 2.893 -1.624 1.845
N 1.616 -1.631 1.458
C 0.625 -1.533 2.316
C 0.862 -1.424 3.685
C 2.161 -1.430 4.129
C 3.239 -1.528 3.221
H 6.645 -1.580 2.922
H 7.311 -1.528 0.523
H 6.630 -1.575 -1.877
H 4.205 -1.784 -2.421
H -0.382 -1.530 1.915
H 0.036 -1.346 4.377
H 2.369 -1.343 5.181
C 0.068 2.760 -2.157
As 1.618 1.661 -2.549
C 1.546 1.025 -4.379
C 3.207 2.712 -2.261
O 1.604 0.332 -1.532
H -0.333 3.201 -3.068
H 0.357 3.558 -1.474
H -0.685 2.138 -1.678
H 1.228 1.825 -5.044
H 0.856 0.185 -4.435
H 2.543 0.693 -4.665
H 3.205 3.555 -2.952
H 4.089 2.098 -2.432
H 3.210 3.079 -1.237
C -2.162 -0.342 -2.577
C -2.568 -1.119 -1.373
N -1.747 -1.822 -0.616
C -2.508 -2.486 0.317
C -3.815 -2.178 0.125
N -3.851 -1.299 -0.939
C -5.068 -0.735 -1.477
N -5.766 0.115 -0.526
N -7.046 -0.184 -0.185
N -7.503 0.703 0.589
C -6.551 1.670 0.787
C -6.562 2.852 1.515
C -5.364 3.605 1.564
C -4.218 3.184 0.910
C -4.196 2.001 0.171
C -5.394 1.271 0.083
H -1.114 -0.061 -2.484
H -2.762 0.558 -2.719
H -2.266 -0.962 -3.470
H -2.075 -3.151 1.044
H -4.709 -2.510 0.626
H -5.773 -1.528 -1.726
H -4.840 -0.173 -2.381
H -7.469 3.189 2.002
H -5.338 4.534 2.119
H -3.314 3.769 1.006
H -3.279 1.641 -0.279
*
```

The LUMO energy (spin up / spin down) comes out at -11.76 / -12.22 eV. The calculation puts the highest occupied orbital energy (spin up / spin down) at -16.396 / -16.407 eV. The value obtained for the energy relative to the best compared isomer or geometry (same formula, charge and spin) is 1.2517 eV.

=====

No. 2
Formula: C26H27IN5O13
Source: the OMol25 dataset
Level of theory: ωB97M-V/def2-TZVPD

```
! RIJCOSX wB97M-V def2-TZVPD def2/J DEFGRID3
* xyz 1 1
C 0.395 -1.839 -4.679
C -0.393 -0.582 -4.087
C -1.882 -0.948 -3.556
I -2.993 0.961 -3.632
C -1.836 -1.562 -2.097
N -0.536 -1.717 -1.531
C -0.866 -2.238 -0.223
N 0.159 -2.465 0.611
N 1.461 -2.230 0.190
C 1.888 -0.812 0.379
C 2.365 -3.195 0.861
C 2.714 -4.532 0.035
O 2.782 -2.977 2.011
N -2.269 -2.416 -0.066
N -2.877 -1.988 -1.222
H -0.336 -2.560 -5.163
H 1.088 -1.450 -5.497
H 1.048 -2.386 -3.928
H -0.528 0.160 -4.953
H 0.208 -0.010 -3.298
H -2.307 -1.670 -4.340
H -0.024 -2.864 1.542
H 2.046 -0.499 1.458
H 1.123 -0.146 -0.161
H 2.859 -0.678 -0.215
H 1.896 -5.280 0.279
H 3.769 -4.880 0.293
H 2.586 -4.249 -1.066
H -2.695 -2.800 0.785
H -3.886 -1.957 -1.420
C -7.365 3.720 -0.590
C -7.060 4.809 0.120
C -5.907 5.679 -0.249
O -5.670 6.675 0.410
C -5.093 5.290 -1.406
C -5.397 4.200 -2.112
C -6.566 3.345 -1.760
O -6.821 2.366 -2.441
O -4.652 3.822 -3.186
O -7.788 5.169 1.207
H -8.200 3.081 -0.335
H -4.249 5.919 -1.653
H -5.078 3.010 -3.522
H -7.370 5.986 1.541
C 8.339 -6.228 1.771
C 7.035 -6.107 2.025
C 6.012 -6.806 1.194
O 4.828 -6.686 1.469
C 6.479 -7.613 0.065
C 7.784 -7.732 -0.192
C 8.808 -7.055 0.655
O 9.989 -7.201 0.401
O 8.232 -8.474 -1.235
O 6.583 -5.342 3.054
H 9.091 -5.728 2.367
H 5.727 -8.101 -0.540
H 9.206 -8.402 -1.206
H 5.611 -5.419 3.029
C -2.611 6.870 2.186
C -2.696 7.484 3.369
C -1.616 7.358 4.390
O -1.720 7.947 5.450
C -0.462 6.512 4.069
C -0.380 5.896 2.888
C -1.446 6.045 1.857
O -1.327 5.481 0.782
O 0.682 5.107 2.575
O -3.769 8.250 3.691
H -3.386 6.955 1.436
H 0.306 6.414 4.824
H 0.505 4.782 1.671
H -3.591 8.582 4.592
*
```

The LUMO energy comes out at -3.68 eV. The calculation puts the highest occupied orbital energy at -11.215 eV.

=====

Please write out number 2 again, unchanged.
Formula: C26H27IN5O13
Source: the OMol25 dataset
Level of theory: ωB97M-V/def2-TZVPD

```
! RIJCOSX wB97M-V def2-TZVPD def2/J DEFGRID3
* xyz 1 1
C 0.395 -1.839 -4.679
C -0.393 -0.582 -4.087
C -1.882 -0.948 -3.556
I -2.993 0.961 -3.632
C -1.836 -1.562 -2.097
N -0.536 -1.717 -1.531
C -0.866 -2.238 -0.223
N 0.159 -2.465 0.611
N 1.461 -2.230 0.190
C 1.888 -0.812 0.379
C 2.365 -3.195 0.861
C 2.714 -4.532 0.035
O 2.782 -2.977 2.011
N -2.269 -2.416 -0.066
N -2.877 -1.988 -1.222
H -0.336 -2.560 -5.163
H 1.088 -1.450 -5.497
H 1.048 -2.386 -3.928
H -0.528 0.160 -4.953
H 0.208 -0.010 -3.298
H -2.307 -1.670 -4.340
H -0.024 -2.864 1.542
H 2.046 -0.499 1.458
H 1.123 -0.146 -0.161
H 2.859 -0.678 -0.215
H 1.896 -5.280 0.279
H 3.769 -4.880 0.293
H 2.586 -4.249 -1.066
H -2.695 -2.800 0.785
H -3.886 -1.957 -1.420
C -7.365 3.720 -0.590
C -7.060 4.809 0.120
C -5.907 5.679 -0.249
O -5.670 6.675 0.410
C -5.093 5.290 -1.406
C -5.397 4.200 -2.112
C -6.566 3.345 -1.760
O -6.821 2.366 -2.441
O -4.652 3.822 -3.186
O -7.788 5.169 1.207
H -8.200 3.081 -0.335
H -4.249 5.919 -1.653
H -5.078 3.010 -3.522
H -7.370 5.986 1.541
C 8.339 -6.228 1.771
C 7.035 -6.107 2.025
C 6.012 -6.806 1.194
O 4.828 -6.686 1.469
C 6.479 -7.613 0.065
C 7.784 -7.732 -0.192
C 8.808 -7.055 0.655
O 9.989 -7.201 0.401
O 8.232 -8.474 -1.235
O 6.583 -5.342 3.054
H 9.091 -5.728 2.367
H 5.727 -8.101 -0.540
H 9.206 -8.402 -1.206
H 5.611 -5.419 3.029
C -2.611 6.870 2.186
C -2.696 7.484 3.369
C -1.616 7.358 4.390
O -1.720 7.947 5.450
C -0.462 6.512 4.069
C -0.380 5.896 2.888
C -1.446 6.045 1.857
O -1.327 5.481 0.782
O 0.682 5.107 2.575
O -3.769 8.250 3.691
H -3.386 6.955 1.436
H 0.306 6.414 4.824
H 0.505 4.782 1.671
H -3.591 8.582 4.592
*
```

The LUMO energy comes out at -3.68 eV. The calculation puts the highest occupied orbital energy at -11.215 eV.